(1)
{"formula": "C21H29Br34F2", "method": "ωB97M-V with the def2-TZVPD basis set", "symbols": ["C", "C", "C", "F", "C", "C", "C", "C", "F", "C", "C", "C", "Br", "H", "H", "H", "H", "H", "H", "H", "H", "H", "H", "H", "H", "H", "H", "H", "H", "H", "H", "C", "Br", "Br", "Br", "H", "C", "Br", "Br", "Br", "H", "C", "Br", "Br", "Br", "H", "C", "Br", "Br", "Br", "H", "C", "Br", "Br", "Br", "H", "C", "Br", "Br", "Br", "H", "C", "Br", "Br", "Br", "H", "C", "Br", "Br", "Br", "H", "C", "Br", "Br", "Br", "H", "C", "Br", "Br", "Br", "H", "C", "Br", "Br", "Br", "H"], "coordinates": [[3.210, 1.037, 0.539], [1.946, 1.678, 1.126], [2.179, 2.905, 2.003], [1.043, 2.885, 2.895], [2.332, 4.270, 1.338], [3.680, 4.911, 1.702], [4.939, 4.101, 1.463], [5.480, 4.151, 0.034], [5.964, 4.616, 2.313], [2.178, 4.193, -0.191], [0.739, 4.100, -0.730], [0.618, 3.254, -2.014], [0.026, 5.904, -1.112], [4.011, 0.996, 1.278], [2.978, -0.001, 0.278], [3.554, 1.511, -0.381], [1.511, 0.921, 1.777], [1.207, 1.860, 0.345], [3.013, 2.677, 2.676], [3.785, 5.861, 1.170], [3.649, 5.145, 2.774], [4.832, 3.062, 1.774], [6.513, 4.492, 0.042], [4.871, 4.774, -0.618], [5.477, 3.147, -0.400], [2.613, 5.108, -0.605], [2.755, 3.370, -0.630], [0.086, 3.725, 0.055], [1.613, 2.924, -2.319], [0.195, 3.829, -2.833], [0.005, 2.371, -1.831], [-2.121, 0.445, 0.408], [-2.586, 2.148, -0.359], [-0.967, -0.560, -0.766], [-1.321, 0.683, 2.133], [-3.031, -0.124, 0.529], [-1.266, -4.671, -1.495], [-0.600, -4.457, 0.296], [-3.142, -4.264, -1.608], [-0.222, -3.682, -2.771], [-1.161, -5.715, -1.751], [-5.830, 4.710, -1.225], [-7.404, 5.736, -1.656], [-4.217, 5.602, -1.770], [-5.764, 4.252, 0.639], [-5.889, 3.786, -1.781], [-4.465, -8.362, -1.144], [-5.339, -6.976, -0.148], [-5.221, -8.556, -2.905], [-2.570, -8.043, -1.224], [-4.612, -9.298, -0.624], [2.685, -3.441, -2.819], [2.407, -4.206, -1.077], [1.962, -4.575, -4.197], [1.970, -1.660, -2.926], [3.751, -3.377, -2.980], [-8.780, -8.291, 2.312], [-7.570, -7.363, 3.485], [-9.145, -7.276, 0.721], [-8.151, -10.063, 1.891], [-9.714, -8.413, 2.840], [-0.416, 7.023, 3.493], [-0.960, 8.626, 2.518], [0.819, 5.771, 2.416], [0.403, 7.503, 5.191], [-1.337, 6.504, 3.738], [0.550, -9.805, -3.048], [0.997, -7.947, -2.811], [-1.096, -9.974, -4.023], [1.981, -10.812, -3.848], [0.380, -10.211, -2.061], [-10.633, -9.994, -2.614], [-11.715, -8.848, -1.511], [-11.227, -9.981, -4.444], [-8.768, -9.535, -2.481], [-10.753, -11.002, -2.244], [4.206, 7.454, 7.488], [4.267, 6.844, 5.670], [5.317, 9.009, 7.760], [2.402, 7.772, 8.081], [4.611, 6.668, 8.108], [8.351, 3.329, -3.349], [6.545, 3.979, -3.462], [9.598, 4.572, -4.131], [8.846, 2.877, -1.548], [8.401, 2.421, -3.931]], "lowdin_charge": [-0.085, -0.222, -0.317, -0.156, -0.488, -0.204, -0.348, -0.067, -0.076, -0.280, -0.715, -0.154, 0.627, 0.071, 0.058, 0.055, 0.064, 0.079, 0.132, 0.117, 0.085, 0.110, 0.055, 0.058, 0.052, 0.086, 0.076, 0.045, 0.068, 0.040, 0.014, -1.590, 0.604, 0.552, 0.660, -0.030, -1.586, 0.548, 0.569, 0.456, -0.114, -1.661, 0.552, 0.567, 0.558, -0.033, -1.596, 0.562, 0.564, 0.586, -0.023, -1.595, 0.557, 0.507, 0.558, -0.024, -1.632, 0.572, 0.529, 0.556, -0.031, -1.517, 0.434, 0.739, 0.426, -0.055, -1.648, 0.563, 0.556, 0.583, -0.030, -1.637, 0.551, 0.571, 0.530, -0.029, -1.644, 0.589, 0.540, 0.533, -0.036, -1.647, 0.600, 0.556, 0.586, -0.035], "total_charge": -1, "homo_energy_ev": -3.313, "orbital_gap_ev": 4.026, "lumo_ev": 0.713}



(2)
{"formula": "H4O5PS", "method": "ωB97M-V with the def2-TZVPD basis set", "symbols": ["O", "O", "O", "O", "O", "P", "S", "H", "H", "H", "H"], "coordinates": [[-1.986, -0.994, 0.530], [-1.758, 1.379, -0.072], [0.699, 1.133, 0.639], [0.594, -1.445, 0.246], [2.716, -0.146, -0.297], [1.122, -0.045, -0.559], [-2.353, 0.053, -0.506], [-0.379, 1.267, 0.513], [-0.373, -1.183, 0.366], [2.828, 0.315, 0.601], [-1.110, -0.335, -1.460]], "nbo_charge": [-1.043, -1.043, -1.095, -1.044, -1.024, 1.505, 1.335, 0.520, 0.502, 0.492, -0.104], "total_charge": -1, "homo_energy_ev": -4.399, "orbital_gap_ev": 8.064, "lumo_ev": 3.665, "relative_energy_kcal_mol": 19.2}



(3)
{"formula": "C33H45ClNO16", "method": "ωB97M-V with the def2-TZVPD basis set", "symbols": ["C", "O", "C", "N", "C", "C", "C", "C", "O", "Cl", "C", "C", "O", "O", "C", "C", "C", "C", "O", "C", "O", "H", "H", "H", "H", "H", "H", "H", "H", "H", "H", "H", "H", "H", "H", "H", "O", "C", "O", "C", "C", "C", "H", "H", "H", "H", "H", "H", "O", "C", "O", "C", "C", "C", "H", "H", "H", "H", "H", "H", "O", "C", "O", "C", "C", "C", "H", "H", "H", "H", "H", "H", "O", "C", "O", "C", "C", "C", "H", "H", "H", "H", "H", "H", "O", "C", "O", "C", "C", "C", "H", "H", "H", "H", "H", "H"], "coordinates": [[2.435, 1.177, -2.538], [1.522, 1.072, -3.660], [0.234, 1.646, -3.384], [-0.339, 1.305, -2.046], [-0.711, 2.443, -1.198], [-1.357, 2.314, 0.195], [-1.813, 3.548, 1.115], [-3.398, 3.753, 0.809], [-3.745, 3.745, -0.405], [-4.662, 3.966, 2.099], [-1.625, 0.879, 0.738], [-2.317, 0.547, 2.150], [-3.578, 0.592, 2.157], [-1.574, 0.195, 3.299], [-1.233, -0.318, -0.161], [-0.584, -0.037, -1.571], [-0.250, -1.318, -2.458], [-1.640, -1.736, -3.218], [-1.933, -3.146, -3.065], [-2.414, -3.343, -1.719], [-1.842, -4.246, -1.056], [2.109, 0.579, -1.609], [3.422, 0.681, -2.883], [2.724, 2.263, -2.276], [-0.493, 1.248, -4.189], [0.273, 2.790, -3.510], [-0.539, 3.512, -1.591], [-1.233, 4.479, 0.803], [-1.682, 3.350, 2.244], [-0.681, 0.602, 3.143], [-1.425, -1.407, 0.167], [0.054, -2.156, -1.718], [0.630, -1.197, -3.172], [-1.611, -1.382, -4.305], [-2.493, -1.140, -2.715], [-3.238, -2.672, -1.298], [0.594, 6.050, 3.723], [-0.085, 5.639, 4.632], [-1.166, 6.296, 5.133], [-1.669, 5.583, 6.270], [-1.167, 4.169, 6.105], [0.156, 4.369, 5.403], [-1.284, 6.057, 7.178], [-2.759, 5.632, 6.282], [-1.085, 3.630, 7.045], [-1.847, 3.608, 5.453], [0.972, 4.529, 6.109], [0.384, 3.540, 4.732], [-4.028, -0.712, -1.471], [-5.050, -0.070, -1.573], [-6.204, -0.560, -2.089], [-7.177, 0.491, -2.163], [-6.724, 1.521, -1.156], [-5.218, 1.377, -1.198], [-7.188, 0.884, -3.184], [-8.165, 0.094, -1.926], [-7.075, 2.529, -1.383], [-7.091, 1.253, -0.161], [-4.771, 2.001, -1.975], [-4.768, 1.585, -0.229], [2.982, -4.109, -5.083], [2.288, -4.575, -4.215], [1.185, -3.959, -3.712], [0.663, -4.730, -2.624], [1.187, -6.130, -2.841], [2.528, -5.878, -3.500], [1.018, -4.294, -1.684], [-0.423, -4.695, -2.639], [1.252, -6.713, -1.921], [0.533, -6.668, -3.535], [3.324, -5.739, -2.764], [2.787, -6.669, -4.203], [7.828, -0.294, -3.859], [7.355, -1.326, -4.263], [6.019, -1.584, -4.308], [5.810, -2.936, -4.736], [7.072, -3.319, -5.473], [8.132, -2.522, -4.742], [5.639, -3.559, -3.852], [4.931, -2.986, -5.378], [7.258, -4.394, -5.478], [7.011, -2.982, -6.512], [8.524, -3.062, -3.877], [8.941, -2.223, -5.409], [0.693, 2.792, 7.547], [0.811, 1.643, 7.208], [0.241, 1.126, 6.086], [0.486, -0.281, 6.034], [1.701, -0.509, 6.902], [1.552, 0.568, 7.957], [-0.398, -0.803, 6.411], [0.661, -0.585, 4.999], [1.756, -1.520, 7.310], [2.611, -0.331, 6.321], [0.940, 0.234, 8.799], [2.521, 0.928, 8.304]], "lowdin_charge": [-0.086, -0.176, -0.155, -0.005, 0.105, -0.060, -0.068, -0.665, -0.035, 0.655, 0.025, -0.360, 0.090, 0.088, 0.121, -0.055, -0.060, -0.148, -0.084, -0.201, 0.035, 0.097, 0.123, 0.115, 0.169, 0.157, 0.158, 0.143, 0.126, 0.127, 0.145, 0.127, 0.128, 0.149, 0.098, 0.146, 0.099, -0.480, 0.029, -0.149, -0.173, -0.098, 0.134, 0.127, 0.101, 0.118, 0.132, 0.116, 0.052, -0.425, 0.055, -0.145, -0.144, -0.089, 0.134, 0.134, 0.129, 0.130, 0.135, 0.094, 0.107, -0.460, 0.021, -0.181, -0.146, -0.075, 0.127, 0.088, 0.124, 0.128, 0.134, 0.133, 0.111, -0.482, 0.019, -0.173, -0.159, -0.082, 0.125, 0.104, 0.120, 0.124, 0.134, 0.130, 0.092, -0.445, 0.012, -0.168, -0.154, -0.064, 0.136, 0.117, 0.124, 0.125, 0.141, 0.135], "total_charge": 1, "homo_energy_ev": -11.485, "orbital_gap_ev": 6.670, "lumo_ev": -4.815}



(4)
{"formula": "C4H13N4OP", "method": "ωB97M-V with the def2-TZVPD basis set", "symbols": ["C", "C", "C", "C", "N", "N", "N", "N", "O", "P", "H", "H", "H", "H", "H", "H", "H", "H", "H", "H", "H", "H", "H"], "coordinates": [[-0.603, -0.556, -1.592], [-0.769, -2.164, 0.287], [-2.143, -0.137, 0.228], [-0.779, -0.704, -0.144], [1.936, 2.425, 2.776], [1.375, 1.369, 2.192], [2.848, 2.610, -0.627], [1.696, 2.210, -0.702], [0.187, -0.048, 0.554], [0.266, 1.449, 1.002], [-1.388, -0.841, -2.304], [-0.542, 0.575, -1.845], [0.234, -1.011, -2.166], [-0.465, -2.126, 1.342], [-0.113, -2.770, -0.390], [-1.785, -2.629, 0.079], [-2.067, 0.948, 0.143], [-2.795, -0.633, -0.560], [-2.619, -0.552, 1.178], [2.596, 2.190, 3.515], [3.475, 1.882, -0.297], [1.844, 3.407, 2.443], [1.024, 2.869, -0.977]], "nbo_charge": [-0.643, -0.612, -0.638, 0.218, -0.650, -0.683, -0.317, -0.368, -0.807, 1.153, 0.226, 0.205, 0.229, 0.236, 0.211, 0.208, 0.217, 0.214, 0.228, 0.379, 0.313, 0.359, 0.323], "total_charge": 0, "homo_energy_ev": [-6.992, -6.988], "orbital_gap_ev": [7.289, 7.283], "lumo_ev": [0.298, 0.295], "relative_energy_kcal_mol": 16.6}



Which formula does entry 4 have?
C4H13N4OP



Number 4 is which compound?
C4H13N4OP